ORCA calculation (wB97M-V/def2-TZVPD) on C24H37N11O2ReSSe as an isolated structure at a distorted geometry.

- maximum force (eV/A) = 1.9
- frontier orbital gap (alpha / beta) (eV) = 4.679 / 3.912
- calculated total energy (eV) = -124244.091
- ΔE to the lowest compared entry with this formula, charge and spin (kJ/mol) = 78.4

The geometry in ORCA input format:
```
! wB97M-V def2-TZVPD RIJCOSX def2/J DEFGRID3
* xyz 4 4
Re 0.68110 0.62610 0.88420
C -3.03550 2.68410 -0.32430
C -1.64350 2.23250 -0.09620
N -1.27880 1.31750 0.77190
N -2.22660 0.81650 1.62610
C -1.85890 0.37200 2.84920
N -2.75550 -0.00430 3.73750
S -0.18080 0.32430 3.17920
C -0.50650 2.89690 -0.68710
C -0.57810 3.97610 -1.57140
C 0.57350 4.66530 -1.91160
C 1.76940 4.27860 -1.31610
C 1.77740 3.18040 -0.47430
N 0.68530 2.46260 -0.17780
H -3.76490 1.88150 -0.25050
H -3.30340 3.45900 0.39880
H -3.14080 3.11960 -1.31370
H -3.19700 1.06500 1.43310
H -3.75330 0.06820 3.58010
H -2.47980 -0.32900 4.65810
H -1.52540 4.28580 -1.98080
H 0.53820 5.49740 -2.60090
H 2.68530 4.81820 -1.50480
H 2.70710 2.87730 -0.01150
N -2.15210 -1.35500 -0.98660
N -1.71490 -2.67570 -0.82020
C -0.64710 -3.00370 -0.09770
N -0.29910 -4.27070 0.01570
N 0.03800 -1.97440 0.48140
N 1.13430 -2.18430 1.13830
O 1.68060 -1.11940 1.55980
O 1.66790 -3.24510 1.33360
H -3.15540 -1.32880 -0.80350
H -2.01930 -1.06870 -1.95790
H -2.21450 -3.42710 -1.29290
H -0.79580 -5.00760 -0.46650
H 0.47950 -4.55270 0.60700
C 4.13980 1.18430 -4.00530
C 5.38720 0.77770 -3.24250
C 5.71470 -0.70990 -3.31330
C 4.88460 -1.59530 -2.36700
N 5.19650 -1.37220 -0.97650
C 4.44540 -0.71810 -0.05320
Se 2.92270 0.22510 -0.61480
N 5.09360 -0.70400 1.13260
C 4.63490 -0.14650 2.38900
C 4.45310 1.37450 2.36220
C 5.72180 2.14940 2.01230
C 6.74650 2.21050 3.12650
C 6.29870 -1.35890 0.97200
C 7.36090 -1.60160 1.83900
C 8.44810 -2.29280 1.33100
C 8.49040 -2.74210 0.00020
C 7.44690 -2.50760 -0.87220
C 6.35280 -1.79440 -0.37530
H 3.98220 2.25640 -3.92330
H 3.24530 0.67780 -3.63660
H 4.24600 0.93670 -5.05900
H 5.32910 1.11830 -2.19900
H 6.23140 1.31830 -3.68680
H 6.77190 -0.85840 -3.09000
H 5.53110 -1.06750 -4.32720
H 5.09890 -2.64330 -2.58800
H 3.81960 -1.40890 -2.52970
H 5.36440 -0.40890 3.15430
H 3.68470 -0.61950 2.65160
H 4.10590 1.67350 3.35080
H 3.65790 1.62460 1.65040
H 5.42860 3.18000 1.78630
H 6.17890 1.75010 1.10240
H 6.30280 2.57190 4.05150
H 7.55710 2.87850 2.84310
H 7.20470 1.24320 3.33520
H 7.36300 -1.27410 2.86620
H 9.29080 -2.49880 1.97280
H 9.35740 -3.28350 -0.34620
H 7.48280 -2.86680 -1.88780
*
```

=====

ORCA calculation (wB97M-V/def2-TZVPD) on a 2-piece molecular cluster, C4H7N2O overall at a distorted geometry.

- maximum force (eV/A) = 3.7
- frontier orbital gap (alpha / beta) (eV) = 6.366 / 6.364
- calculated total energy (eV) = -9284.104
- ΔE to the lowest compared entry with this formula, charge and spin (kJ/mol) = 314.0

The geometry in ORCA input format:
```
! wB97M-V def2-TZVPD RIJCOSX def2/J DEFGRID3
* xyz -1 1
C -0.73669 -0.96220 0.35783
C -0.23935 1.28310 -1.10337
C 0.51813 1.37668 0.22563
C -0.26138 0.22532 -0.09579
N -1.65201 -1.71734 -0.27734
N 1.91168 -1.03402 -0.71162
O 2.39140 -1.17236 0.39111
H -0.10008 -1.31169 1.23436
H -1.03617 1.97924 -1.25420
H 0.32418 1.09596 -2.10170
H 1.54046 1.33532 0.27016
H 0.22299 2.08747 0.96358
H -1.69619 -2.67671 0.31990
H 1.19923 -1.80407 -0.96223
*
```

=====

ORCA calculation (wB97M-V/def2-TZVPD) on a 2-piece molecular cluster, C15H22ClOS overall at a distorted geometry.

- maximum force (eV/A) = 3.2
- frontier orbital gap (eV) = 6.149
- calculated total energy (eV) = -41307.118

The geometry in ORCA input format:
```
! wB97M-V def2-TZVPD RIJCOSX def2/J DEFGRID3
* xyz 1 1
C 3.17968 -3.04517 -1.35252
C 1.95636 -3.39610 -0.88803
C 0.78997 -3.49372 -1.91835
S -0.89982 -3.44228 -1.18845
Cl -0.78532 -3.95184 0.80864
C -1.55845 -1.69525 -1.30313
C -0.32851 -0.74886 -1.06621
C 0.13472 -0.55129 0.29164
C 1.27141 0.31307 0.54245
C 1.92513 0.92547 -0.59767
C 1.48173 0.70091 -1.96815
C 2.18739 1.30982 -3.22634
C 0.30498 -0.14726 -2.23049
H 3.35327 -2.63988 -2.37666
H 4.08923 -3.18259 -0.71854
H 1.88211 -3.58486 0.20218
H 0.96146 -2.71454 -2.70219
H 0.89856 -4.48969 -2.43363
H -2.05566 -1.51463 -2.29168
H -2.35012 -1.53263 -0.51963
H -0.39282 -1.07625 1.12399
H 1.58922 0.46740 1.60125
H 2.80223 1.59431 -0.41433
H 1.83139 2.33021 -3.49184
H 3.29150 1.27415 -3.00971
H 2.03428 0.56408 -4.05434
H -0.08207 -0.32147 -3.26088
C -2.79494 2.45025 3.62725
C -2.38690 1.46568 2.54718
C -1.74484 2.37902 1.51724
O -1.17369 3.47609 2.23642
C -1.65095 3.44806 3.58866
H -2.93021 1.99572 4.60873
H -3.73035 2.94231 3.34673
H -1.64259 0.76669 2.94379
H -3.21818 0.88545 2.14342
H -2.49087 2.78306 0.82388
H -0.96786 1.87777 0.93802
H -0.82346 3.12814 4.23100
H -1.95702 4.45065 3.89023
*
```

=====

ORCA calculation (wB97M-V/def2-TZVPD) on an isolated ion of composition CH3N2OS and charge +1 at a distorted geometry.

- maximum force (eV/A) = 4.7
- frontier orbital gap (eV) = 8.378
- calculated total energy (eV) = -16935.783
- ΔE to the lowest compared entry with this formula, charge and spin (kJ/mol) = 275.4

The geometry in ORCA input format:
```
! wB97M-V def2-TZVPD RIJCOSX def2/J DEFGRID3
* xyz 1 1
C -0.35650 -1.19410 0.22041
N -1.41746 -1.67244 0.39158
N 0.37494 1.30717 -0.22027
O 1.52176 0.42988 -0.65656
S 1.70051 -0.89096 0.37831
H -0.12476 1.32841 -1.12666
H -2.28052 -1.65959 0.96251
H 0.58203 2.35163 0.05069
*
```

=====

ORCA calculation (wB97M-V/def2-TZVPD) on an isolated ion of composition C9H12ClN2O and charge +1 at a distorted geometry.

- maximum force (eV/A) = 4.8
- structure (SMILES) = C[N+](C)=C(O)Nc1ccc(Cl)cc1
- frontier orbital gap (eV) = 8.594
- calculated total energy (eV) = -27070.244
- ΔE to the lowest compared entry with this formula, charge and spin (kJ/mol) = 76.9

The geometry in ORCA input format:
```
! wB97M-V def2-TZVPD RIJCOSX def2/J DEFGRID3
* xyz 1 1
C 1.86006 -1.02162 -1.81240
N 1.42311 -0.40051 -0.57040
C 2.32898 0.14051 0.35524
C 0.08261 -0.34936 -0.48318
O -0.78410 -0.92656 -1.26940
N -0.42440 0.31552 0.64836
C -1.74409 0.62959 0.87652
C -2.31665 0.52508 2.14784
C -3.65671 0.54189 2.43419
C -4.52406 0.84631 1.47210
Cl -6.22775 0.59119 1.83406
C -4.01727 1.21236 0.20182
C -2.69115 1.04365 -0.13809
H 2.88891 -0.78144 -2.00649
H 1.26695 -0.47006 -2.61686
H 1.76381 -2.19954 -1.71446
H 2.05370 1.14075 0.59196
H 3.26616 0.25576 -0.03781
H 2.44808 -0.40159 1.27885
H -0.42704 -1.61781 -1.83856
H 0.34092 0.57019 1.27074
H -1.55035 0.23015 2.88142
H -4.01081 0.21219 3.41416
H -4.61776 1.84372 -0.54950
H -2.30368 1.34516 -1.12717
*
```

=====

ORCA calculation (wB97M-V/def2-TZVPD) on the molecule C4H7NO.

- maximum force (eV/A) = 0.4
- structure (SMILES) = CN1CCC1=O
- frontier orbital gap (eV) = 10.316
- calculated total energy (eV) = -7798.681
- ΔE to the lowest compared entry with this formula, charge and spin (kJ/mol) = 92.9

The geometry in ORCA input format:
```
! wB97M-V def2-TZVPD RIJCOSX def2/J DEFGRID3
* xyz 0 1
C 1.38994 -1.05692 -0.56093
N 0.18733 -0.36308 -0.18545
C -0.28300 0.98532 -0.49401
C -1.35632 0.79174 0.60484
C -0.58786 -0.49697 0.93855
O -0.58150 -1.31289 1.82806
H 2.28858 -0.54321 -0.19414
H 1.34934 -2.05643 -0.11971
H 1.45500 -1.15100 -1.65052
H -0.63405 1.12666 -1.52208
H 0.45574 1.75907 -0.24779
H -1.39328 1.53808 1.40067
H -2.36173 0.59980 0.22113
*
```

=====

ORCA calculation (wB97M-V/def2-TZVPD) on the molecule C4H7NO at a distorted geometry.

- maximum force (eV/A) = 1.7
- frontier orbital gap (eV) = 7.724
- calculated total energy (eV) = -7794.299
- ΔE to the lowest compared entry with this formula, charge and spin (kJ/mol) = 515.8

The geometry in ORCA input format:
```
! wB97M-V def2-TZVPD RIJCOSX def2/J DEFGRID3
* xyz 0 1
O -1.31766 1.77996 0.20781
C -0.96029 0.49745 -0.05476
C 0.12516 0.21980 -1.12145
C 0.88968 -0.64662 -0.13149
N 0.07257 -0.24296 1.02002
C -0.00756 -1.67226 0.47965
H -0.50769 2.30136 0.17680
H -1.87746 -0.11889 -0.15707
H 0.62815 1.15908 -1.39594
H -0.18732 -0.31524 -2.01941
H 1.97797 -0.59855 -0.06151
H 0.59468 -0.04589 1.90604
H 0.56979 -2.31723 1.15131
*
```

=====

ORCA calculation (wB97M-V/def2-TZVPD) on the molecule C6H10.

- maximum force (eV/A) = 0.9
- structure (SMILES) = CC#CCCC
- frontier orbital gap (eV) = 10.346
- calculated total energy (eV) = -6382.305
- ΔE to the lowest compared entry with this formula, charge and spin (kJ/mol) = 150.0

The geometry in ORCA input format:
```
! wB97M-V def2-TZVPD RIJCOSX def2/J DEFGRID3
* xyz 0 1
C 2.81537 -0.61260 0.81878
C 1.68606 -0.64440 -0.12431
C 0.70866 -0.41229 -0.80242
C -0.41581 0.38170 -1.36061
C -1.79045 0.17657 -0.68476
C -1.74557 0.23661 0.85464
H 3.42188 -1.52095 0.78833
H 3.44114 0.26206 0.58557
H 2.42023 -0.46248 1.83200
H -0.52762 0.27723 -2.44871
H -0.08373 1.39868 -1.15142
H -2.46572 0.96346 -1.05542
H -2.21501 -0.78439 -1.00312
H -1.13608 -0.57192 1.27660
H -2.76673 0.12642 1.23553
H -1.34660 1.18629 1.23933
*
```

=====

ORCA calculation (wB97M-V/def2-TZVPD) on the molecule C5H11NO at a distorted geometry.

- maximum force (eV/A) = 4.1
- structure (SMILES) = CCC(=O)N(C)C
- frontier orbital gap (eV) = 9.828
- calculated total energy (eV) = -8899.563
- ΔE to the lowest compared entry with this formula, charge and spin (kJ/mol) = 205.9

The geometry in ORCA input format:
```
! wB97M-V def2-TZVPD RIJCOSX def2/J DEFGRID3
* xyz 0 1
C -1.92683 -0.31667 -1.02682
C -0.55615 0.37177 -1.56668
C 0.62472 -0.30896 -0.81416
O 0.89186 -1.48279 -1.11680
N 0.79545 0.06483 0.47999
C 1.81637 -0.77211 1.24504
C 0.10448 1.13989 1.16444
H -1.47286 -1.11850 -0.40610
H -2.36582 -0.90507 -1.82389
H -2.50743 0.34879 -0.41070
H -0.46527 -0.02692 -2.55070
H -0.70392 1.46535 -1.43711
H 2.45620 -1.49483 0.64156
H 1.30633 -1.19440 2.12243
H 2.56028 -0.06675 1.62471
H -1.02224 0.88615 1.01201
H 0.16358 2.08758 0.63763
H 0.30124 1.32266 2.22514
*
```